The following is a DFT calculation (wB97M-V/def2-TZVPD) of 2 unconnected molecules or ions with the total composition C24H30N6O6 in a non-equilibrium geometry.

Last column: Mulliken charge in e.
Element x y z (Å)
O -0.0269 -0.2728 -6.8829  -0.662
O -1.8298 -0.5795 6.0612  -0.685
O 1.1782 3.4711 6.4028  -0.685
N 1.6111 1.1194 -3.8489  -0.651
N 4.0353 -1.4794 -4.2519  -0.710
O 2.5413 2.7170 -2.5100  -0.504
O -1.6188 0.0789 -0.8716  -0.349
O -3.3944 -2.4183 -4.0248  -0.398
C 0.0633 -0.7477 -5.7557  0.137
C -1.1440 0.4295 6.0391  0.613
C 1.4057 2.2914 6.1676  0.168
C 2.6261 1.5396 -3.1486  0.304
C 3.4337 -2.3534 -5.0799  -0.516
C 3.3340 -0.3868 -3.9348  0.149
C -2.0364 0.7456 1.3843  -0.838
C 0.1140 1.2192 0.3221  -0.751
C 2.1418 -2.1503 -5.5875  -0.291
C -1.5905 1.3763 2.5585  -0.508
C 0.5569 1.8517 1.5003  -0.469
C 2.0446 -0.0994 -4.3731  1.232
C -1.1837 0.6711 0.2647  0.737
C 1.4139 -1.0009 -5.2330  -0.024
C -0.2956 1.9288 2.6206  0.379
N 3.6815 0.6707 -3.1543  0.011
N 2.1234 1.5894 7.0524  -0.112
N -1.0942 -1.1507 -5.0798  0.150
N -0.1077 0.4930 5.2010  0.113
C -1.4966 1.5793 6.9629  -1.062
C 2.4930 0.1750 6.9878  -0.798
C -2.2138 -3.2947 -2.1276  -1.337
C -3.3914 -1.9802 -5.3932  -0.552
C -2.4336 -0.7993 -5.5750  -0.630
C -1.0444 -1.7491 -3.7408  -0.594
C -2.1001 -2.8620 -3.5879  0.186
C 0.1807 2.5833 3.9065  -1.126
C 0.8176 1.6045 4.9134  -0.240
H 1.6669 3.0535 -2.7640  0.365
H -2.5616 -0.0919 -0.8494  0.218
H 3.9729 -3.2502 -5.3702  0.380
H -3.0277 0.3217 1.3432  0.336
H 0.7540 1.1490 -0.5443  0.547
H 1.7132 -2.8798 -6.2664  0.475
H -2.2443 1.4335 3.4188  0.358
H 1.5501 2.2777 1.5425  0.433
H 4.5710 0.8064 -2.6943  0.193
H 2.4343 2.1198 7.8529  0.289
H -0.0190 -0.3217 4.6147  0.250
H -1.5292 2.5157 6.4119  0.289
H -0.7610 1.6431 7.7609  0.272
H -2.4764 1.3907 7.3993  0.360
H 2.9195 -0.0663 6.0130  0.265
H 1.6159 -0.4508 7.1644  0.250
H 3.2355 -0.0455 7.7565  0.334
H -2.9224 -4.1229 -2.0358  0.383
H -2.5651 -2.4658 -1.5071  0.206
H -1.2417 -3.6265 -1.7508  0.387
H -3.0889 -2.8024 -6.0503  0.321
H -4.4022 -1.6781 -5.6827  0.349
H -2.8083 0.0670 -5.0205  0.228
H -2.4224 -0.5295 -6.6358  0.419
H -1.2233 -0.9594 -3.0135  0.232
H -0.0641 -2.1815 -3.5206  0.524
H -1.7907 -3.7235 -4.1901  0.314
H -0.6650 3.0865 4.3750  0.254
H 0.9121 3.3538 3.6580  0.524
H 1.6735 1.1671 4.4009  0.557

## Properties
Gap between HOMO and LUMO (eV): 9.098
E (Eh): -1712.5882
HOMO level (eV): -8.70
SMILES string: C[C@@H]1CN(C(=O)c2ccnc3[nH]c(O)nc23)CCO1.CNC(=O)[C@H](Cc1ccc(O)cc1)NC(C)=O
Energy above the lowest of the compared OMol25 structures with the same formula, charge and spin (kcal per mole): 0.00
Total charge: 0
E_LUMO (eV): 0.40


The following is a DFT calculation (wB97M-V/def2-TZVPD) of a molecular structure, C24H30NO5PtS in a non-equilibrium geometry.

Last column: Mulliken charge in e.
Element x y z (Å)
C -3.0434 0.2905 -6.5895  3.399
C -1.9030 0.6048 -5.5868  -1.728
C -3.7086 -1.0021 -6.1228  -1.665
C -2.7669 -1.6691 -5.0508  0.652
H -3.8315 -1.6518 -6.9915  0.393
H -4.7127 -0.7998 -5.7392  0.300
C -1.4483 -0.7445 -5.0776  0.812
H -2.3256 1.2356 -4.7898  0.253
H -1.0964 1.1620 -6.0901  0.571
C -0.2444 -0.6938 -4.0448  -1.800
H -0.9210 -1.1975 -5.9418  0.298
H -2.4776 -2.6509 -5.4687  0.470
C -3.4845 -1.9666 -3.8110  0.489
C -4.0035 1.4664 -6.7029  -0.506
C -2.5695 0.1564 -8.0448  -0.265
O -3.0340 -0.6421 -8.8466  -0.661
O -4.3175 2.1789 -5.7535  -0.635
O -4.4331 1.6794 -7.9569  -0.257
O -1.6181 1.0318 -8.4064  -0.271
C -1.3427 0.9403 -9.8089  -0.803
H -0.5977 1.7027 -10.0119  0.257
H -2.2615 1.1296 -10.3678  0.310
H -0.9679 -0.0548 -10.0593  0.308
C -5.3257 2.7888 -8.0609  -0.753
H -6.1719 2.6858 -7.3691  0.287
H -5.6674 2.7849 -9.0939  0.249
H -4.7955 3.7230 -7.8370  0.320
O -0.1482 0.0798 -2.8475  -0.629
H 0.5490 -0.1760 -4.6183  0.448
H 0.0971 -1.7337 -3.8678  0.282
C -3.1234 -3.1648 -3.0199  -1.424
C -4.2880 -0.8912 -3.1997  -1.494
H -5.3527 -1.0249 -3.4626  0.279
H -3.9887 0.1129 -3.5429  0.231
H -4.2133 -0.8692 -2.1000  0.517
H -2.9527 -2.9168 -1.9586  0.265
H -2.1926 -3.6266 -3.3849  0.354
H -3.9325 -3.9141 -3.0772  0.334
Pt -0.5974 -0.6765 -1.1047  1.357
C 1.6015 -1.8154 0.2357  -1.134
C 1.2293 -1.8549 -1.1927  -0.404
C 1.9482 -0.7035 -1.8017  -0.321
H 0.9135 -2.7432 -1.7353  0.652
C 2.4830 0.0786 -0.7643  -0.943
C 2.3024 -0.6241 0.4830  -0.243
H 2.7131 -0.3117 1.4417  0.410
H 1.4359 -2.6258 0.9380  0.448
H 2.1531 -0.6019 -2.8543  0.448
H 3.0386 1.0002 -0.8974  0.517
C -1.7247 1.1941 0.6823  -1.162
C -0.5393 1.9088 0.9089  -0.135
C 0.0229 2.2798 -0.3580  -0.951
H -0.1515 2.1986 1.8855  0.410
C -0.8587 1.8843 -1.3768  -0.176
C -1.9029 1.0246 -0.7665  -0.384
H -2.8331 0.7513 -1.2607  0.750
H -2.4461 0.8957 1.4364  0.461
H 0.9408 2.8596 -0.4882  0.420
H -0.9274 2.2929 -2.3804  0.441
S -0.5336 -1.1719 3.4647  -0.518
C -0.7587 -1.2343 1.9044  0.717
N -0.9767 -1.3219 0.7188  -0.845

## Properties
<S²>: 6.0425
Gap between HOMO and LUMO (spin up / spin down) (eV): 4.128 / 5.143
E (Eh): -1880.7303
HOMO level (spin up / spin down) (eV): -1.89 / -3.50
2S+1: 5
Energy above the lowest of the compared OMol25 structures with the same formula, charge and spin (kcal per mole): 19.74
Total charge: -1
E_LUMO (spin up / spin down) (eV): 2.24 / 1.64


The following is a DFT calculation (wB97M-V/def2-TZVPD) of a molecular structure, C24H30NO5RuS in a non-equilibrium geometry.

Last column: Mulliken charge in e.
Element x y z (Å)
C 3.2158 0.0735 -0.8647  2.844
C 2.4806 0.5843 0.4083  -1.888
C 2.4313 -1.1923 -1.2948  -2.577
C 1.7334 -1.6728 -0.0307  0.404
H 3.0960 -1.9319 -1.7254  0.470
H 1.6972 -0.9219 -2.0517  0.533
C 1.2930 -0.3515 0.6410  0.827
H 2.1633 1.6163 0.2767  0.652
H 3.1526 0.5531 1.2634  0.247
C 0.0202 0.2250 0.0425  -1.277
H 1.1198 -0.5063 1.7062  0.860
H 2.5108 -2.0888 0.6229  0.697
C 0.6655 -2.6917 -0.1873  0.079
C 3.1316 1.0474 -2.0229  -0.464
C 4.6591 -0.3081 -0.5090  0.577
O 5.0386 -1.4496 -0.4386  -0.609
O 2.3439 1.9604 -2.1252  -0.581
O 4.0128 0.7076 -2.9848  -0.261
O 5.5348 0.6674 -0.1632  -0.395
C 5.2599 2.0636 -0.3124  -0.447
H 4.2894 2.3455 0.0840  0.245
H 5.3346 2.3612 -1.3563  0.146
H 6.0330 2.5715 0.2547  0.345
C 3.9601 1.4896 -4.1907  -0.840
H 2.9864 1.3928 -4.6637  0.321
H 4.7364 1.0881 -4.8313  0.255
H 4.1467 2.5387 -3.9754  0.333
O -1.1176 -0.3660 0.5798  -0.524
H 0.0339 0.1254 -1.0491  0.045
H 0.0111 1.3027 0.2482  0.133
C 0.5935 -3.7780 0.8163  -1.838
C -0.1597 -2.7704 -1.4136  -0.987
H 0.4444 -2.9670 -2.3084  0.205
H -0.7018 -1.8419 -1.6087  0.018
H -0.9072 -3.5535 -1.3348  0.457
H -0.4345 -4.0937 0.9823  0.465
H 1.0164 -3.4771 1.7748  0.387
H 1.1532 -4.6667 0.4901  0.326
Ru -2.8653 0.0257 0.9950  0.980
C -3.8380 -0.1982 3.2270  -0.354
C -2.4695 -0.5535 3.3240  -0.763
C -1.7072 0.5920 3.0692  -0.580
H -2.0900 -1.5432 3.5046  0.364
C -2.5859 1.6429 2.7560  -0.846
C -3.9123 1.1537 2.8916  -0.527
H -4.8156 1.7148 2.7294  0.643
H -4.6685 -0.8715 3.3381  0.489
H -0.6336 0.6361 3.0192  0.634
H -2.3009 2.6479 2.4948  0.455
C -4.1818 0.0524 -1.0694  -0.713
C -4.7679 0.9458 -0.1484  -0.665
C -3.8621 2.0046 0.0562  -0.759
H -5.7302 0.8262 0.3191  0.707
C -2.7047 1.7435 -0.6997  -0.738
C -2.9171 0.5435 -1.4107  -0.693
H -2.2040 0.0521 -2.0491  0.624
H -4.6077 -0.8763 -1.3995  0.358
H -4.0201 2.8610 0.6860  0.642
H -1.8164 2.3514 -0.7294  0.549
S -7.5276 0.0676 2.6140  -0.620
C -5.9974 0.0539 2.0826  0.204
N -4.7545 0.0427 1.6510  -0.571

## Properties
<S²>: 8.7838
Gap between HOMO and LUMO (spin up / spin down) (eV): 2.075 / 2.514
E (Eh): -1856.0863
HOMO level (spin up / spin down) (eV): 1.59 / 1.14
2S+1: 6
Energy above the lowest of the compared OMol25 structures with the same formula, charge and spin (kcal per mole): 135.64
Total charge: -2
E_LUMO (spin up / spin down) (eV): 3.66 / 3.66


The following is a DFT calculation (wB97M-V/def2-TZVPD) of a molecular structure, C24H31AsBrN4O4S5Tc in a non-equilibrium geometry.

Last column: Mulliken charge in e.
Element x y z (Å)
Tc -0.5680 -0.8590 0.6513  0.189
N 1.8889 -5.1379 7.6448  -0.446
C 1.2910 -4.3113 6.7714  1.079
C 0.1413 -3.5827 7.1421  -0.841
C -0.4907 -2.7588 6.2390  -0.532
C 0.0096 -2.6562 4.9472  0.124
C 1.1502 -3.3432 4.5594  -0.208
C 1.7983 -4.1507 5.4647  -0.988
S -0.9833 -1.8555 3.7209  1.297
O -1.5706 -2.9648 2.9508  -0.584
O -1.9272 -0.9134 4.2032  -0.668
N -0.0397 -1.0731 2.4998  0.513
C 0.8512 -0.2513 3.1161  0.304
N 0.7902 -0.1738 4.4386  -0.307
C 1.5232 0.7516 5.0295  -0.158
C 2.3743 1.5835 4.3119  -0.944
C 2.4716 1.3313 2.9529  -0.224
N 1.7132 0.4266 2.3480  -0.286
H 1.5058 -5.2790 8.5643  0.200
H 2.6904 -5.6818 7.3733  0.198
H -0.2581 -3.6937 8.1396  0.340
H -1.3777 -2.2079 6.5087  0.517
H 1.5149 -3.2460 3.5488  0.396
H 2.6871 -4.6893 5.1747  0.329
H 1.4255 0.8162 6.1021  0.483
H 2.9448 2.3613 4.7858  0.442
H 3.1697 1.8573 2.3163  0.495
C -0.2590 4.1513 -5.6731  -2.072
C -0.3858 4.3926 -4.1677  1.825
C -1.6196 5.2751 -3.9090  -1.603
C 0.8761 5.1327 -3.6888  -1.571
C -0.5105 3.1208 -3.3673  -0.213
C -0.5934 3.2007 -1.9642  -0.443
C -0.6581 2.0543 -1.2290  0.222
Br -0.6494 2.0423 0.7008  -0.082
C -0.6772 0.7521 -1.8142  0.795
O -0.7851 -0.2418 -0.9988  0.072
C -0.5629 0.6679 -3.2329  -0.528
C -0.4973 1.8547 -3.9493  -0.501
C -0.4802 -0.6515 -3.9756  2.054
C 0.8420 -0.6748 -4.7649  -1.693
C -1.6646 -0.7560 -4.9487  -1.738
C -0.5052 -1.8700 -3.0566  -1.997
H -0.1403 5.1066 -6.1784  0.448
H -1.1506 3.6774 -6.0746  0.416
H 0.6128 3.5461 -5.9110  0.433
H -1.5548 6.1755 -4.5140  0.463
H -1.6924 5.5775 -2.8685  0.345
H -2.5298 4.7482 -4.1834  0.389
H 0.9855 6.0483 -4.2625  0.447
H 1.7598 4.5185 -3.8424  0.387
H 0.8214 5.3981 -2.6378  0.372
H -0.5964 4.1580 -1.4688  0.498
H -0.4320 1.7903 -5.0235  0.524
H 0.8650 0.0892 -5.5347  0.389
H 0.9499 -1.6394 -5.2516  0.454
H 1.6924 -0.5233 -4.1046  0.380
H -1.6275 0.0175 -5.7086  0.361
H -2.6078 -0.6713 -4.4146  0.392
H -1.6342 -1.7203 -5.4482  0.469
H 0.3338 -1.8617 -2.3634  0.267
H -0.4297 -2.7740 -3.6540  0.510
H -1.4413 -1.9269 -2.4986  0.362
S -4.3886 -4.1221 -0.2128  -0.158
As -2.8032 -3.0810 0.9357  0.951
S -2.8946 -0.9043 1.1641  -0.219
S -0.7323 -3.1441 0.1425  -0.254
S -3.9623 -4.6482 1.8719  -0.066
O 1.6897 -0.7767 -0.0115  -0.400
H 2.2260 -1.5709 -0.1198  0.268
H 2.0859 -0.2325 0.7088  0.321

## Properties
Gap between HOMO and LUMO (spin up / spin down) (eV): 4.072 / 4.069
E (Eh): -8334.1071
HOMO level (spin up / spin down) (eV): -12.70 / -12.70
Energy above the lowest of the compared OMol25 structures with the same formula, charge and spin (kcal per mole): 26.85
Total charge: +2
E_LUMO (spin up / spin down) (eV): -8.63 / -8.63


The following is a DFT calculation (wB97M-V/def2-TZVPD) of a molecular structure, C24H31AuN2O3 in a non-equilibrium geometry.

Last column: Mulliken charge in e.
Element x y z (Å)
Au -0.0030 0.2253 0.8390  0.413
C -1.9870 1.5688 4.9839  -1.712
C -0.9397 1.5669 3.8766  1.522
C 0.2871 2.3979 4.2617  -1.657
O -1.5811 2.0741 2.6283  -0.352
C -0.6481 0.0744 3.6096  0.221
O -1.1676 -0.7910 4.2443  -0.586
O 0.3348 -0.1296 2.6987  -0.645
H -2.2853 2.5426 5.3179  0.425
H -1.5695 1.1029 5.8930  0.340
H -2.8633 0.9975 4.6476  0.398
H 0.0017 3.3123 4.7470  0.462
H 1.0062 2.6255 3.3629  0.161
H 0.7907 1.8705 5.0396  0.449
H -2.5340 1.8037 2.7409  0.283
C 0.1617 -3.3986 -2.5514  -1.036
C 1.0438 -3.8288 -1.4522  1.318
C 1.2718 -5.2047 -1.2976  -1.068
C 2.0067 -5.6669 -0.1725  -0.622
C 2.4733 -4.7117 0.7805  -0.791
C 2.3188 -3.3435 0.5580  0.848
C 2.8294 -2.3730 1.5945  -1.587
C 1.5012 -2.8824 -0.5269  0.168
N 1.3223 -1.4843 -0.6149  -0.218
C 1.4460 -0.8177 -1.7659  0.572
C 2.4686 -1.2512 -2.8078  -1.536
C 0.7284 0.4353 -1.9792  1.042
C 0.8190 1.0886 -3.2718  -2.009
N -0.1896 0.9225 -1.0505  -0.035
C -1.1750 1.9130 -1.1899  -0.088
C -2.3763 1.7464 -1.9519  0.996
C -2.5853 0.6695 -2.9798  -1.561
C -3.4321 2.6798 -1.7647  -0.595
C -3.3596 3.7626 -0.9176  -0.761
C -2.1590 4.0478 -0.3474  -0.666
C -1.0447 3.1760 -0.5305  1.173
C 0.2815 3.6881 0.0351  -1.506
H 0.7242 -3.5263 -3.5182  0.260
H -0.2216 -2.3843 -2.4129  -0.133
H -0.7365 -4.0902 -2.5915  0.499
H 0.8546 -5.9828 -1.8643  0.471
H 2.1678 -6.6941 -0.0487  0.450
H 2.8351 -5.0647 1.7135  0.460
H 3.6287 -2.8585 2.1094  0.492
H 2.1684 -2.0772 2.4022  0.237
H 3.2820 -1.5166 1.1678  0.343
H 2.5910 -2.3224 -2.6685  0.419
H 3.5078 -0.8395 -2.6052  0.308
H 2.2679 -1.0384 -3.8602  0.348
H 0.2683 2.0336 -3.2472  0.334
H 0.4487 0.4597 -4.0411  0.440
H 1.8537 1.2499 -3.6024  0.512
H -3.5695 0.3435 -3.0819  0.586
H -1.9710 -0.1835 -2.7747  -0.004
H -2.3520 0.9988 -4.0077  0.316
H -4.4406 2.4033 -2.0914  0.297
H -4.2629 4.2950 -0.5535  0.343
H -2.0962 4.8473 0.3953  0.378
H 0.6561 4.5267 -0.5696  0.409
H 1.0693 2.9074 0.0042  0.175
H 0.1334 4.1046 1.0603  0.299

## Properties
Gap between HOMO and LUMO (eV): 6.028
E (Eh): -1403.9497
HOMO level (eV): -7.55
Total charge: 0
E_LUMO (eV): -1.53


The following is a DFT calculation (wB97M-V/def2-TZVPD) of 3 unconnected molecules or ions with the total composition C24H31BN5O5P in a non-equilibrium geometry.

Last column: Mulliken charge in e.
Element x y z (Å)
C 3.5291 -3.1713 2.4661  -0.826
C 3.8657 -2.6357 0.9917  -0.603
C 3.6865 -1.0524 0.7816  -0.194
C 4.3243 -0.1358 1.9323  -0.722
N 3.6332 1.1850 2.0862  -0.103
C 2.2422 1.0583 2.5577  -0.184
C 1.7247 -0.1330 3.4377  -0.497
C 0.2347 -0.0912 3.8322  0.159
C -0.7227 1.0793 3.4375  0.239
C -0.2436 2.2665 2.5750  -0.840
C 1.2619 2.2158 2.1230  0.456
P 1.9791 3.5841 1.0071  0.966
N 0.7115 4.4307 0.4759  -0.840
O 2.6856 2.9067 -0.4156  -0.403
O 3.1347 4.5543 1.8079  -0.526
C -2.1304 0.7163 4.0968  0.059
O -3.0650 1.4115 4.5290  -0.536
N -2.0358 -0.7873 4.1333  -0.361
B -2.3033 -1.1209 2.6967  0.673
O -1.7086 -2.2694 2.0124  -0.542
C -3.3487 -0.2236 1.7900  -0.387
C -3.8796 -0.9934 0.4827  -0.974
C -0.6915 -1.0936 4.6635  0.266
O -0.3093 -1.8729 5.5544  -0.546
H 3.6810 -4.3100 2.4576  0.364
H 4.1836 -2.7320 3.2949  0.249
H 2.4229 -2.9670 2.7331  0.147
H 3.1153 -3.1582 0.2823  0.298
H 4.9060 -2.9567 0.6274  0.313
H 4.2517 -0.7902 -0.1950  0.357
H 2.5843 -0.8058 0.5660  0.182
H 5.4139 0.1009 1.6208  0.317
H 4.3793 -0.6206 2.9646  0.375
H 4.1278 1.7022 2.8353  0.283
H 2.3852 -0.9941 3.7695  0.467
H -0.9625 3.0989 2.2924  0.472
H 0.8419 5.4129 0.7614  0.211
H 3.4978 2.3996 -0.1718  0.275
H 3.6390 4.9809 1.0644  0.356
H -1.0989 -1.9103 1.3300  0.292
H -2.8641 0.7623 1.4234  0.224
H -4.2554 0.0636 2.4510  0.274
H -4.3352 -2.0190 0.6790  0.277
H -4.6534 -0.3010 -0.0289  0.333
H -2.9972 -1.0418 -0.2632  0.220
N -4.2169 -2.0926 -3.6467  -0.550
C -5.0614 -3.1206 -3.4650  -0.181
C -6.4311 -3.0375 -3.6574  -0.351
C -6.9649 -1.8213 -4.0575  -0.179
C -6.1157 -0.7415 -4.2509  -0.362
C -4.7597 -0.9278 -4.0355  -0.192
H -4.5972 -4.0493 -3.1492  0.365
H -7.0643 -3.9015 -3.4981  0.357
H -8.0325 -1.7159 -4.2172  0.360
H -6.4981 0.2226 -4.5624  0.362
H -4.0550 -0.1145 -4.1770  0.375
N 2.1530 0.1262 -3.6095  -0.513
C 2.2893 0.3198 -4.9314  -0.287
C 2.2421 1.5648 -5.5374  -0.302
C 2.0385 2.6783 -4.7344  -0.423
C 1.8927 2.5075 -3.3652  -0.263
C 1.9588 1.2206 -2.8553  -0.235
H 2.4430 -0.5810 -5.5169  0.349
H 2.3610 1.6617 -6.6094  0.358
H 1.9943 3.6700 -5.1717  0.371
H 1.7321 3.3537 -2.7094  0.373
H 1.8543 1.0358 -1.7916  0.546

## Properties
Gap between HOMO and LUMO (eV): 7.876
E (Eh): -1949.1925
HOMO level (eV): -9.07
SMILES string: CCCCNc1cc2c(cc1P(=N)(O)O)C(=O)N(B(O)CC)C2=O.c1ccncc1.c1ccncc1
Energy above the lowest of the compared OMol25 structures with the same formula, charge and spin (kcal per mole): 143.71
Total charge: 0
E_LUMO (eV): -1.19